Entry 1:
Computed, not measured: a cluster of 16 separate species, C60H144N9O19P3 in total in a non-equilibrium geometry, with the ωB97M-V functional and the def2-TZVPD basis.

XYZ file:
```
235
Properties=species:S:1:pos:R:3
C -5.801 -0.982 -2.606
O -4.908 -2.029 -2.571
C -5.642 -3.228 -2.265
C -4.660 -4.465 -2.250
O -4.839 -5.195 -3.410
C -4.230 -6.555 -3.234
H -5.369 0.030 -2.652
H -6.442 -0.978 -1.699
H -6.497 -1.136 -3.475
H -6.347 -3.431 -3.027
H -6.131 -3.071 -1.343
H -4.769 -5.027 -1.362
H -3.645 -4.020 -2.175
H -3.275 -6.462 -2.658
H -3.974 -6.944 -4.226
H -4.803 -7.160 -2.539
C -5.520 -7.756 1.181
O -4.551 -7.629 0.116
C -3.328 -8.358 0.391
C -2.324 -8.282 -0.677
O -1.588 -7.077 -0.528
C -0.274 -7.181 -0.988
H -5.010 -7.533 2.155
H -5.924 -8.776 1.319
H -6.335 -7.025 0.961
H -3.593 -9.359 0.599
H -2.877 -7.987 1.297
H -2.756 -8.330 -1.678
H -1.703 -9.183 -0.548
H 0.336 -6.461 -0.409
H -0.177 -7.053 -2.124
H 0.139 -8.098 -0.602
C 1.953 -5.180 1.717
O 3.128 -5.079 0.971
C 3.273 -3.814 0.270
C 3.676 -3.950 -1.176
O 5.090 -4.201 -1.197
C 5.438 -4.677 -2.528
H 1.959 -4.560 2.582
H 1.663 -6.160 1.926
H 1.218 -4.750 1.023
H 4.074 -3.191 0.672
H 2.383 -3.201 0.477
H 3.458 -3.087 -1.813
H 3.184 -4.836 -1.598
H 5.017 -3.943 -3.219
H 4.948 -5.636 -2.647
H 6.513 -4.620 -2.600
C 4.994 0.667 4.352
C 5.493 1.750 5.316
O 4.802 2.090 6.202
C 6.924 2.236 5.082
H 5.319 0.870 3.361
H 3.940 0.631 4.442
H 5.494 -0.235 4.687
H 7.422 2.700 5.880
H 6.670 2.984 4.332
H 7.426 1.461 4.512
C 0.924 5.710 -0.204
C -0.193 6.595 -0.811
O -1.029 6.149 -1.565
C -0.420 8.044 -0.399
H 1.068 4.796 -0.688
H 0.544 5.479 0.813
H 1.848 6.292 -0.102
H -1.317 8.480 -0.976
H 0.521 8.637 -0.421
H -0.704 8.104 0.617
C 4.777 -0.645 -4.039
C 5.144 0.705 -3.324
O 4.758 1.752 -3.798
C 5.976 0.728 -2.089
H 3.852 -0.635 -4.587
H 4.701 -1.333 -3.156
H 5.660 -0.836 -4.620
H 6.839 0.085 -2.273
H 5.553 0.242 -1.247
H 6.265 1.719 -1.810
C 5.220 4.740 -4.044
C 5.262 4.827 -2.536
O 6.264 5.198 -1.943
C 4.067 4.511 -1.766
H 5.112 3.730 -4.493
H 6.106 5.127 -4.552
H 4.365 5.353 -4.500
H 3.492 3.640 -2.099
H 3.366 5.318 -1.970
H 4.189 4.386 -0.719
C 0.346 8.205 -4.170
C 1.363 7.206 -3.712
O 2.140 7.536 -2.805
C 1.482 5.876 -4.438
H 0.600 9.210 -3.910
H -0.593 8.022 -3.680
H 0.079 8.207 -5.200
H 1.849 5.893 -5.526
H 0.461 5.517 -4.466
H 1.981 5.056 -3.984
C -3.058 -3.713 -5.633
C -1.544 -3.664 -5.407
O -0.862 -4.457 -4.797
C -0.886 -2.434 -5.881
H -3.472 -2.735 -5.620
H -3.618 -4.283 -4.880
H -3.115 -4.072 -6.625
H 0.157 -2.555 -6.138
H -0.842 -1.816 -4.944
H -1.360 -1.870 -6.630
C 3.391 1.640 -7.273
C 3.891 3.077 -7.326
O 3.187 4.029 -7.051
C 5.358 3.268 -7.639
H 3.016 1.405 -8.343
H 2.360 1.649 -6.811
H 4.057 0.897 -6.862
H 5.906 2.839 -6.786
H 5.510 4.372 -7.670
H 5.691 2.842 -8.569
C -3.342 1.495 -0.549
C -3.706 2.783 0.141
O -4.645 2.793 0.957
C -2.744 3.958 -0.067
H -2.866 1.631 -1.558
H -4.215 0.903 -0.685
H -2.660 1.007 0.176
H -1.787 3.674 0.300
H -3.103 4.859 0.479
H -2.677 4.177 -1.111
C -1.830 -4.422 1.711
C -1.708 -4.916 3.111
O -2.133 -5.966 3.436
C -1.015 -4.070 4.091
H -2.853 -4.164 1.621
H -1.721 -5.280 1.009
H -1.184 -3.585 1.478
H -0.020 -3.758 3.849
H -0.933 -4.620 4.940
H -1.689 -3.187 4.259
C 5.796 5.010 1.371
C 6.076 3.535 1.088
O 5.253 2.703 1.380
C 7.330 3.277 0.366
H 6.192 5.367 2.283
H 4.749 5.177 1.390
H 6.254 5.562 0.604
H 7.318 3.688 -0.636
H 7.504 2.183 0.390
H 8.195 3.696 0.897
O 2.232 -1.220 -1.935
P 0.972 -0.792 -1.265
N -0.328 -1.800 -1.449
C -0.011 -3.217 -1.404
C -1.583 -1.542 -2.137
N 0.455 0.721 -1.772
C 0.438 0.798 -3.271
C 0.418 2.040 -1.189
N 1.191 -0.753 0.378
C 2.567 -0.562 0.866
C 0.086 -0.464 1.321
H -0.739 -3.729 -0.717
H 1.000 -3.375 -1.032
H -0.147 -3.610 -2.361
H -2.212 -0.945 -1.532
H -2.071 -2.498 -2.353
H -1.512 -1.106 -3.112
H 1.195 1.475 -3.643
H 0.569 -0.174 -3.800
H -0.511 1.241 -3.573
H -0.283 2.664 -1.766
H 0.215 2.132 -0.105
H 1.379 2.611 -1.350
H 3.394 -0.801 0.165
H 2.694 0.458 1.191
H 2.834 -1.117 1.799
H 0.163 0.546 1.836
H 0.155 -1.359 1.999
H -0.858 -0.509 0.777
O -1.033 2.732 2.316
P -0.362 3.076 3.574
N -0.017 1.667 4.410
C -1.020 0.596 4.327
C 1.055 1.455 5.308
N -1.151 4.178 4.571
C -2.317 3.688 5.251
C -1.478 5.436 3.917
N 1.153 3.800 3.336
C 2.189 3.136 2.454
C 1.684 4.941 4.170
H -0.568 -0.353 4.137
H -1.765 0.779 3.509
H -1.535 0.516 5.289
H 1.780 0.663 4.990
H 0.803 1.228 6.358
H 1.620 2.349 5.447
H -2.140 2.657 5.390
H -2.479 4.191 6.222
H -3.223 3.665 4.625
H -0.663 5.809 3.222
H -2.496 5.413 3.456
H -1.457 6.261 4.610
H 2.566 3.854 1.710
H 3.036 2.697 2.933
H 1.695 2.314 1.889
H 1.025 5.174 5.021
H 1.755 5.877 3.738
H 2.640 4.638 4.518
O -3.238 -1.095 4.155
P -4.607 -1.382 3.835
N -4.876 -1.850 2.290
C -6.020 -2.633 1.807
C -4.168 -1.010 1.401
N -5.521 -0.009 4.163
C -4.887 1.291 3.993
C -6.956 -0.076 4.161
N -5.322 -2.620 4.748
C -4.680 -3.972 4.692
C -5.587 -2.241 6.144
H -6.518 -2.093 1.014
H -6.634 -2.871 2.751
H -5.752 -3.619 1.353
H -3.689 -0.171 2.006
H -4.793 -0.614 0.632
H -3.348 -1.455 0.883
H -4.787 1.660 2.934
H -5.383 2.027 4.621
H -3.871 1.339 4.495
H -7.196 -1.087 4.228
H -7.297 0.472 5.040
H -7.511 0.447 3.365
H -5.309 -4.819 4.868
H -4.256 -3.984 3.698
H -3.780 -3.899 5.328
H -6.584 -2.696 6.395
H -5.759 -1.176 6.265
H -4.828 -2.500 6.830
```

## Properties
* LUMO energy: 0.53 eV
* HOMO-LUMO gap: 8.8 eV
* E_tot: -5318.78980 Ha
* net charge: 0

Entry 2:
Computed, not measured: a cluster of 11 separate species, C60H153N11O19 in total in a non-equilibrium geometry, with the ωB97M-V functional and the def2-TZVPD basis.

XYZ file:
```
243
Properties=species:S:1:pos:R:3
C 5.500 -17.101 16.613
O 6.713 -17.305 15.934
C 7.533 -18.260 16.592
C 8.967 -18.205 16.062
C 9.047 -18.695 14.600
N 9.816 -19.083 16.882
H 5.639 -16.598 17.576
H 4.994 -18.038 16.878
H 4.769 -16.556 16.018
H 7.485 -18.135 17.679
H 7.084 -19.251 16.441
H 9.235 -17.154 16.162
H 9.272 -19.756 14.484
H 9.766 -18.091 14.047
H 8.089 -18.558 14.094
H 9.829 -18.848 17.879
H 9.396 -20.009 16.912
C 13.900 -25.143 7.674
O 13.742 -24.433 8.886
C 14.912 -23.769 9.292
C 16.028 -24.710 9.835
C 15.512 -25.527 11.015
N 17.218 -23.993 10.293
H 12.921 -25.472 7.328
H 14.526 -26.015 7.884
H 14.354 -24.637 6.817
H 15.353 -23.161 8.494
H 14.727 -23.067 10.110
H 16.426 -25.400 9.087
H 15.265 -24.886 11.864
H 16.233 -26.297 11.292
H 14.605 -26.095 10.796
H 16.845 -23.217 10.836
H 17.664 -23.569 9.485
C 13.220 -21.857 13.436
O 13.266 -20.462 13.393
C 12.869 -19.896 14.632
C 12.874 -18.386 14.550
C 14.278 -17.799 14.421
N 12.240 -17.716 15.688
H 13.915 -22.369 14.109
H 13.400 -22.123 12.393
H 12.174 -22.038 13.714
H 11.827 -20.174 14.818
H 13.565 -20.199 15.421
H 12.257 -17.997 13.733
H 14.280 -16.718 14.281
H 14.736 -18.194 13.510
H 14.898 -18.159 15.245
H 12.957 -17.403 16.334
H 11.512 -18.316 16.066
C 15.794 -13.070 17.172
O 15.953 -14.240 17.990
C 14.908 -15.175 17.680
C 15.264 -16.529 18.287
N 14.127 -17.447 18.063
C 14.375 -18.823 18.432
C 14.433 -19.100 19.979
O 13.131 -19.002 20.537
C 13.124 -18.891 21.968
H 15.844 -13.375 16.126
H 16.516 -12.303 17.443
H 14.807 -12.649 17.383
H 14.865 -15.359 16.601
H 13.942 -14.766 17.983
H 15.396 -16.379 19.364
H 16.203 -16.928 17.906
H 13.451 -17.181 18.775
H 15.226 -19.266 17.910
H 13.550 -19.422 18.032
H 15.177 -18.450 20.447
H 14.818 -20.117 20.099
H 13.846 -18.114 22.225
H 13.361 -19.888 22.342
H 12.139 -18.560 22.291
C 15.126 -22.646 16.814
O 14.627 -23.785 16.129
C 14.684 -24.937 16.972
C 13.923 -26.044 16.203
N 12.520 -25.690 16.014
C 11.744 -26.571 15.148
C 11.964 -26.170 13.688
O 11.483 -24.879 13.406
C 11.499 -24.514 12.054
H 14.502 -22.408 17.677
H 15.364 -21.848 16.110
H 16.138 -22.816 17.207
H 14.104 -24.772 17.884
H 15.744 -25.145 17.122
H 14.002 -26.987 16.747
H 14.395 -26.166 15.221
H 12.581 -24.762 15.607
H 10.678 -26.423 15.343
H 11.910 -27.628 15.352
H 11.455 -26.891 13.035
H 13.020 -26.331 13.439
H 12.478 -24.344 11.593
H 11.001 -23.546 12.016
H 10.981 -25.239 11.419
C 13.132 -14.799 13.120
O 14.322 -14.109 13.398
C 14.630 -12.996 12.597
C 16.121 -12.749 12.822
N 16.762 -11.943 11.802
C 18.154 -11.703 12.115
C 18.874 -11.102 10.916
O 18.576 -9.724 10.846
C 19.129 -9.102 9.707
H 12.829 -15.423 13.962
H 13.262 -15.436 12.241
H 12.248 -14.175 12.957
H 13.994 -12.152 12.874
H 14.488 -13.305 11.554
H 16.581 -13.732 12.930
H 16.281 -12.243 13.784
H 16.242 -11.155 11.449
H 18.585 -12.680 12.342
H 18.395 -11.023 12.942
H 18.567 -11.659 10.027
H 19.930 -11.363 11.055
H 18.658 -8.138 9.520
H 18.880 -9.627 8.776
H 20.218 -9.110 9.792
C 5.950 -19.659 20.530
O 7.334 -19.581 20.836
C 8.171 -20.274 19.891
C 9.600 -20.164 20.388
N 10.337 -19.067 19.762
C 9.747 -17.730 19.926
C 10.642 -16.624 19.377
O 10.019 -15.358 19.402
C 9.115 -15.108 18.337
H 5.630 -18.928 19.779
H 5.437 -19.251 21.404
H 5.600 -20.666 20.305
H 7.977 -20.036 18.845
H 7.874 -21.317 20.045
H 10.074 -21.078 20.019
H 9.761 -20.164 21.469
H 11.313 -18.992 20.028
H 9.584 -17.616 21.008
H 8.719 -17.687 19.558
H 10.934 -16.861 18.347
H 11.566 -16.654 19.958
H 8.143 -15.591 18.463
H 9.549 -15.310 17.356
H 8.849 -14.050 18.352
C 5.215 -21.720 17.066
O 5.636 -22.162 18.325
C 5.475 -23.549 18.536
C 6.610 -24.071 19.431
N 7.839 -23.955 18.663
C 9.077 -24.268 19.346
C 10.343 -23.988 18.562
O 10.342 -22.640 18.150
C 11.335 -22.357 17.150
H 5.569 -22.299 16.207
H 5.477 -20.681 16.872
H 4.126 -21.767 16.940
H 5.630 -24.127 17.620
H 4.474 -23.795 18.899
H 6.408 -25.091 19.769
H 6.717 -23.547 20.391
H 7.814 -23.101 18.125
H 9.111 -25.328 19.619
H 9.073 -23.845 20.363
H 10.237 -24.525 17.609
H 11.263 -24.332 19.038
H 11.349 -21.281 16.984
H 11.022 -22.844 16.223
H 12.311 -22.693 17.502
C 20.866 -27.851 13.015
O 19.747 -27.063 13.343
C 19.895 -25.662 13.109
C 18.547 -24.988 13.453
N 18.432 -23.609 13.015
C 17.273 -22.964 13.616
C 16.886 -21.557 13.062
O 16.539 -21.508 11.679
C 16.058 -20.177 11.428
H 21.509 -27.447 12.233
H 20.423 -28.800 12.703
H 21.427 -28.121 13.914
H 20.160 -25.627 12.048
H 20.723 -25.324 13.739
H 18.536 -24.898 14.542
H 17.831 -25.714 13.055
H 18.298 -23.633 12.008
H 17.380 -22.946 14.703
H 16.378 -23.580 13.447
H 17.652 -20.811 13.292
H 15.994 -21.314 13.647
H 15.330 -19.725 12.104
H 15.619 -20.111 10.434
H 16.957 -19.557 11.482
C 20.156 -12.662 7.875
O 20.220 -13.410 9.106
C 21.541 -13.808 9.478
C 21.760 -13.741 10.987
N 20.757 -14.543 11.620
C 20.827 -14.568 13.074
C 19.771 -15.510 13.615
O 18.445 -15.120 13.232
C 17.452 -15.840 13.972
H 20.725 -11.730 7.835
H 19.126 -12.381 7.664
H 20.540 -13.340 7.111
H 22.248 -13.151 8.964
H 21.747 -14.821 9.125
H 21.637 -12.713 11.358
H 22.777 -14.062 11.217
H 19.798 -14.413 11.332
H 20.721 -13.556 13.488
H 21.809 -14.919 13.400
H 19.879 -15.506 14.705
H 19.976 -16.547 13.336
H 17.617 -16.910 13.834
H 16.445 -15.565 13.660
H 17.512 -15.554 15.026
C 12.038 -18.616 6.242
O 13.232 -18.854 6.888
C 13.201 -19.484 8.147
C 13.380 -18.442 9.259
N 14.759 -17.923 9.306
C 14.785 -16.873 10.332
C 16.103 -16.102 10.285
O 16.098 -15.144 9.218
C 17.350 -14.492 9.209
H 11.612 -19.530 5.813
H 12.197 -17.960 5.384
H 11.279 -18.087 6.828
H 13.972 -20.250 8.232
H 12.205 -19.933 8.208
H 13.174 -18.816 10.264
H 12.588 -17.710 9.058
H 15.039 -17.530 8.415
H 14.693 -17.305 11.332
H 13.910 -16.231 10.190
H 16.956 -16.782 10.203
H 16.262 -15.611 11.251
H 17.325 -13.696 8.465
H 18.083 -15.235 8.882
H 17.567 -14.073 10.194
```

## Properties
* LUMO energy: 0.51 eV
* HOMO-LUMO gap: 8.7 eV
* energy above the lowest of the compared OMol25 structures with the same formula, charge and spin: 103.3 kJ/mol
* E_tot: -4409.22588 Ha
* net charge: 0
* structure (SMILES): COC[C@H](C)N.COC[C@H](C)N.COC[C@H](C)N.COCCNCCOC.COCCNCCOC.COCCNCCOC.COCCNCCOC.COCCNCCOC.COCCNCCOC.COCCNCCOC.COCCNCCOC